A 5-piece molecular cluster, C28H45IN3O22S5 overall at a distorted geometry. Source: the Open Molecules 2025 dataset; level of theory: ωB97M-V/def2-TZVPD.

## Properties
Net charge = +1
HOMO = -9.4 eV
Max |F| = 14.694 eV/A
LUMO level = -3.89 eV
Kohn-Sham gap = 5.48 eV

CARTESIAN COORDINATES (ANGSTROEM)
1 I 0.3308 1.7765 -1.6305
2 S -6.7037 4.4839 -5.0040
3 S -6.3166 3.9100 5.8627
4 S -8.7454 4.5350 2.8934
5 S 9.3625 -8.6872 2.6329
6 S -3.9632 2.2031 -0.4946
7 O -5.1860 3.0668 5.5512
8 O -5.7580 5.3305 6.4376
9 O -3.4907 3.1367 -1.4903
10 O -8.8991 3.2341 1.9228
11 O 8.7477 -8.7787 3.9368
12 O 3.8409 -3.8070 -1.8542
13 O 5.0910 -4.6213 -3.8644
14 O 9.5785 -10.1958 2.0538
15 O -6.9974 3.3759 7.2445
16 O 8.2300 -8.2093 1.5608
17 O -2.7224 1.8254 0.4931
18 O -7.4723 4.4583 -3.7813
19 O -5.3291 5.3185 -4.7357
20 O -9.8774 4.5765 3.7897
21 O -4.6620 0.9818 -0.8283
22 O -7.2525 4.9141 -6.2708
23 O -7.3747 4.1904 4.9177
24 O -8.9515 5.6784 1.7487
25 O 10.5691 -7.9308 2.3819
26 O -4.8597 3.0209 0.5953
27 O -7.3751 4.5967 3.3513
28 O -6.0225 3.0172 -5.2161
29 N 4.1637 -0.0416 -0.6374
30 N 4.7613 0.8299 0.2593
31 N 2.9294 -1.2656 -2.2757
32 C 3.2752 2.9292 -1.7246
33 C 2.9043 3.4555 -0.2057
34 C 9.0609 -3.0458 -1.1191
35 C -4.2408 4.4078 -4.5891
36 C -6.3834 5.6015 7.6899
37 C 7.7681 -3.1246 -2.1616
38 C 8.2088 -9.1267 0.4696
39 C -4.3639 2.7448 1.9033
40 C -1.2788 -1.5611 -2.1718
41 C 4.6022 -1.4790 -0.4675
42 C 1.9269 -1.4973 -3.3850
43 C -4.6205 3.1821 -5.4157
44 C 6.4873 -4.0360 -1.6774
45 C 8.9953 -3.8471 0.3105
46 C 5.0937 -4.1741 -2.5919
47 C 6.4346 -4.8670 -0.2282
48 C -2.8631 2.5312 1.7248
49 C 2.4633 1.5834 -2.1898
50 C 3.7863 -2.3587 -1.6029
51 C 7.7234 -4.7728 0.7824
52 C -0.1183 -2.7112 -1.9697
53 C 0.5343 -2.5276 -0.4759
54 C 3.1460 0.1643 -1.7373
55 C -9.3445 3.6525 0.6337
56 C 8.5784 -10.4777 1.0763
57 C 0.9677 -2.8129 -3.1941
58 C -6.6222 4.2327 8.3217
59 C -8.8201 5.0758 0.4632
60 H 8.9630 -11.1752 0.3274
61 H -7.7577 5.0752 0.1976
62 H -2.3391 -2.0992 -2.1147
63 H 7.7685 -2.5504 -3.2076
64 H -5.7029 3.8381 8.7664
65 H -5.7482 6.2404 8.3079
66 H 2.2424 4.4271 -0.1800
67 H 1.5335 -3.8305 -3.0758
68 H 9.9179 -3.7347 1.0340
69 H -1.2205 -0.8452 -1.2479
70 H 4.2868 0.8104 1.2070
71 H 7.2248 -9.1386 -0.0052
72 H 8.9600 -8.8029 -0.2584
73 H 9.9831 -2.3803 -1.4094
74 H 2.4498 2.5687 0.4501
75 H 7.6625 -5.3351 1.8112
76 H -3.3105 4.8667 -4.9345
77 H -4.5892 3.5699 2.5832
78 H 1.2789 -0.5255 -3.5810
79 H -4.1491 4.1546 -3.5279
80 H -10.4390 3.6325 0.6284
81 H -0.6967 -3.7554 -1.9511
82 H -2.3373 3.4869 1.6317
83 H -4.0786 2.2858 -5.1046
84 H -9.3811 5.6394 -0.2861
85 H -0.2786 -2.5272 0.3974
86 H -1.2360 -1.0303 -3.2142
87 H 7.7210 -10.9285 1.5864
88 H 2.4690 1.5884 -3.3836
89 H 0.3291 -2.9072 -4.1983
90 H 5.7447 0.4860 0.4785
91 H 1.0408 -1.4484 -0.4248
92 H -4.4497 3.3582 -6.4830
93 H 5.4657 -5.5073 0.0464
94 H 1.3305 -3.3406 -0.1863
95 H 3.9204 3.7492 0.3474
96 H -7.4097 4.2596 9.0796
97 H 5.3438 -1.9943 0.2776
98 H -4.8516 1.8329 2.2638
99 H 3.1183 3.8543 -2.4518
100 H -2.4275 1.9557 2.5460
101 H 4.4424 2.7068 -1.7301
102 H 2.5551 -1.6866 -4.3823
103 H -8.9653 2.9777 -0.1383
104 H -7.3304 6.1141 7.4904

C28H46BrFeN3P2S as an isolated structure at a distorted geometry. Source: the Open Molecules 2025 dataset; level of theory: ωB97M-V/def2-TZVPD.

## Properties
Multiplicity = 5
Net charge = +2
HOMO (spin up / spin down) = -12.8 / -12.8 eV
Max |F| = 6.097 eV/A
LUMO level (spin up / spin down) = -6.18 / -8.40 eV
Relative energy (zero: lowest compared OMol25 entry of this formula, charge and spin) = 143.1 kcal per mole
Kohn-Sham gap (spin up / spin down) = 6.63 / 4.38 eV

CARTESIAN COORDINATES (ANGSTROEM)
1 Br 1.1537 -1.3861 2.1125
2 Fe 0.6751 0.0191 -2.7316
3 S 1.0751 -2.6222 -1.8947
4 P -1.9897 -1.3481 -0.2570
5 P 0.1484 2.3235 3.3824
6 N 1.4692 -3.9968 0.3844
7 N 3.2052 5.4957 -6.4562
8 N 0.0890 -5.0807 -1.1712
9 C 1.4632 1.2858 4.0451
10 C -2.3624 -2.5442 1.1191
11 C 0.9312 4.8101 2.4255
12 C 1.5581 0.0380 0.9946
13 C 2.4617 4.6306 -4.3642
14 C -3.7528 -2.5657 1.7866
15 C -4.2037 -2.6373 -1.6633
16 C 0.8242 1.1513 -1.0861
17 C -2.7007 -2.3335 -1.6803
18 C 2.7390 5.6896 -5.2182
19 C 2.6403 3.3042 -4.8017
20 C 1.9367 1.3666 -3.0937
21 C -2.4898 1.4435 3.5917
22 C 3.2168 0.5522 -0.8512
23 C 1.1190 -4.9020 1.5296
24 C 3.2067 3.1215 -6.0850
25 C 2.2213 2.2605 -3.9577
26 C 0.8865 -3.9842 -0.8315
27 C 0.5386 -6.4649 -0.8977
28 C 2.3545 1.8210 5.1869
29 C 2.1273 0.8669 -1.7274
30 C 3.4502 4.2503 -6.8716
31 C 0.5411 0.6174 0.1955
32 C 1.1107 3.3617 2.0721
33 C -3.4167 0.8901 -1.0737
34 C -3.2920 -0.1175 0.0573
35 C 2.8861 0.1323 0.4559
36 C -1.2799 1.4558 2.6288
37 H -3.8135 -3.3919 2.5162
38 H -2.6867 2.4716 3.9506
39 H 3.4221 2.1469 -6.4954
40 H -1.5613 2.0089 1.7169
41 H -4.5811 -2.7279 1.0751
42 H -0.1333 5.0827 2.3989
43 H 0.1712 -7.1610 -1.6791
44 H -2.5034 1.4713 -1.2265
45 H 3.8383 4.1502 -7.8882
46 H 2.5663 6.7207 -4.8884
47 H 1.4735 5.3799 1.6704
48 H 2.1028 4.8150 -3.3646
49 H -3.6629 0.4581 -2.0474
50 H -2.1256 -3.2743 -1.7122
51 H 0.7020 3.1181 1.0827
52 H -1.6026 -2.3154 1.8820
53 H -4.4966 -3.0425 -2.6438
54 H 1.3488 5.0314 3.4215
55 H 3.0767 2.5720 4.8418
56 H 1.6388 -6.5533 -0.8866
57 H -0.5026 0.5854 0.4446
58 H -2.4327 -1.7993 -2.6073
59 H 0.1541 -6.8976 0.0376
60 H 0.0851 2.0308 -1.3441
61 H -3.0429 0.3851 1.0101
62 H 0.0368 -5.1435 1.4719
63 H -0.9288 0.4456 2.3611
64 H 1.3402 -4.3969 2.4978
65 H 4.2703 0.7661 -1.1156
66 H -4.2511 -0.6069 0.2630
67 H -3.9602 -1.6357 2.3445
68 H -4.4646 -3.4051 -0.9231
69 H -4.8128 -1.7409 -1.4806
70 H 1.9547 -3.1234 0.5983
71 H -2.1073 -3.5518 0.7549
72 H 2.0629 0.9812 3.1889
73 H -3.3939 1.1003 3.0619
74 H -4.2254 1.5904 -0.8496
75 H 1.7944 2.2442 6.0323
76 H 0.9478 0.3885 4.3961
77 H -0.3355 -5.0056 -2.0693
78 H 1.7544 -5.8095 1.4611
79 H -2.3418 0.7869 4.4695
80 H 3.5970 -0.0624 1.2348
81 H 2.9436 0.9827 5.5892
82 H 2.1440 3.0264 2.1939

C28H46INO14Si2 as an isolated structure at a distorted geometry. Source: the Open Molecules 2025 dataset; level of theory: ωB97M-V/def2-TZVPD.

## Properties
HOMO = -9.4 eV
Max |F| = 11.108 eV/A
LUMO level = -0.32 eV
Kohn-Sham gap = 9.07 eV

CARTESIAN COORDINATES (ANGSTROEM)
1 I -2.5161 -0.8765 -2.7493
2 Si 1.3822 0.2163 1.4439
3 Si -0.0064 0.6580 -1.0887
4 O 2.1318 7.1525 -8.9369
5 O 0.3386 0.4520 -2.8360
6 O 9.4908 -1.2414 -2.1024
7 O -3.9398 -6.3268 4.4553
8 O 1.2424 -0.2468 -0.2462
9 O 5.3052 2.6515 1.8777
10 O -3.0348 2.7691 2.8813
11 O 7.5195 -0.2282 -1.5382
12 O 4.3868 1.8763 -0.0681
13 O -1.9685 -7.3399 3.8911
14 O -5.0206 -2.9925 1.0357
15 O -5.1333 -5.1780 0.3714
16 O 0.3036 6.6331 -7.6648
17 O -4.3486 2.5418 1.0232
18 N -0.0920 2.7487 -4.3070
19 C 4.8720 2.8516 0.7550
20 C 8.7996 -1.1317 0.2138
21 C 0.0719 1.7855 -3.4570
22 C -3.7053 3.2613 1.9889
23 C -3.0993 -5.9283 1.2313
24 C -3.9068 4.7289 1.7619
25 C -4.5989 -6.0062 5.6795
26 C -0.0746 5.5339 -6.8375
27 C -2.7872 -7.0048 4.7311
28 C 6.8604 0.0924 -0.3141
29 C 8.6721 -0.9062 -1.2624
30 C -1.9483 -1.1938 0.2832
31 C -4.9408 3.4403 0.0863
32 C 4.8353 4.1799 0.0617
33 C -1.8022 0.0004 -0.8313
34 C -4.5872 -4.1325 1.0591
35 C -2.5246 -0.6368 1.7174
36 C -5.0878 4.7450 0.8247
37 C 3.8765 3.9187 -1.0722
38 C -4.0695 -6.9933 6.6866
39 C 1.5115 6.3649 -8.2419
40 C -4.4414 -6.3774 0.7155
41 C 0.7014 4.3548 -7.3634
42 C 1.9750 4.9920 -7.8588
43 C 7.3898 -0.8948 0.6931
44 C -3.4189 -4.6016 1.8723
45 C 4.0705 2.4485 -1.3363
46 C -2.6597 -7.2302 6.2073
47 H 4.9011 2.2556 -2.0235
48 H -5.9070 3.0464 -0.2424
49 H 0.8645 3.5772 -6.6125
50 H -3.0102 5.1446 1.2939
51 H -1.8022 -0.9634 2.5859
52 H -5.1090 5.6145 0.1623
53 H 9.1310 -2.1499 0.4300
54 H 0.1835 5.7722 -5.8004
55 H 7.3328 -0.5317 1.7227
56 H -4.1265 -6.6303 7.7162
57 H -2.3283 -8.2485 6.4235
58 H -2.6393 -6.6457 1.9161
59 H 7.1011 1.1270 -0.0483
60 H -5.0221 -6.9098 1.4761
61 H -5.6814 -6.0963 5.5500
62 H 2.3364 1.3172 1.6886
63 H -4.1305 5.2457 2.6980
64 H -4.6401 -7.9280 6.6253
65 H 2.7233 5.0758 -7.0658
66 H 5.8383 4.4215 -0.3009
67 H 2.8494 4.1025 -0.7342
68 H -2.5800 -3.9061 1.7948
69 H -0.0250 2.0850 -0.7864
70 H 9.4986 -0.3999 0.6281
71 H -6.0179 4.7396 1.4059
72 H 3.1648 1.9826 -1.7355
73 H 2.3817 4.4583 -8.7208
74 H -1.1547 5.3750 -6.9065
75 H 4.0588 4.5418 -1.9517
76 H 6.8192 -1.8295 0.6317
77 H 0.0778 0.5163 2.0876
78 H -4.3582 -4.9716 5.9453
79 H -4.2788 3.5262 -0.7818
80 H -2.5795 0.8354 -0.5510
81 H 4.4650 4.9623 0.7281
82 H -2.7010 -2.0251 -0.0967
83 H -0.9353 -1.7698 0.5124
84 H -3.7318 -4.7176 2.9137
85 H -4.3464 -7.0148 -0.1684
86 H 1.9718 -0.9555 2.1398
87 H 5.7779 0.0023 -0.4436
88 H 0.1645 3.9036 -8.2067
89 H -2.4116 -5.7739 0.3908
90 H -2.6172 0.5429 1.7705
91 H -1.9607 -6.4984 6.6216
92 H -3.5713 -1.1352 1.8828